No. 1
The following is a quantum chemistry calculation of 2 unconnected molecules or ions with the total composition C4O3 in a non-equilibrium geometry, from the Open Molecules 2025 dataset.

Last column: Löwdin charge in e.
Geometry (Å):
O  2.28565  -0.06006  -0.23710  0.2481
O  -0.39364  2.34569  0.39088  0.0618
O  -1.99542  -1.92364  0.28818  0.2101
C  -0.05008  -0.55876  0.00893  -0.0522
C  -0.03555  1.85202  -0.57210  0.0179
C  -1.02301  -1.32844  0.20371  -0.2115
C  1.21205  -0.32682  -0.08250  -0.2742

## Properties
Energy relative to the best compared isomer or geometry (same formula, charge and spin) in eV: 0.341
Largest force on an atom in eV/A: 4.21
E in eV: -10288.0844
Gap between HOMO and LUMO in eV: 10.59

No. 2
The following is a quantum chemistry calculation of C2H6N2O in the gas phase in a non-equilibrium geometry, from the Open Molecules 2025 dataset.

Last column: Löwdin charge in e.
Geometry (Å):
O  -1.31810  -1.58649  -0.09073  -0.1471
N  -0.27815  1.36590  0.78006  0.1421
N  -1.45292  -0.12104  -0.33151  -0.0218
C  1.19874  -0.02056  -0.52977  0.0123
C  -0.18312  0.41438  -0.01269  -0.5072
H  1.11840  -0.14015  -1.59339  0.0832
H  1.23687  -1.05640  -0.37898  0.0560
H  -0.81477  -1.49935  0.88991  0.1715
H  1.84992  0.70678  -0.20913  0.0537
H  0.58042  1.80506  0.88236  0.0210
H  -1.93727  0.13186  0.59385  0.1362

## Properties
SMILES: [H]/N=C(\C)NO
Energy relative to the best compared isomer or geometry (same formula, charge and spin) in eV: 4.178
Largest force on an atom in eV/A: 4.96
E in eV: -7195.6093
Gap between HOMO and LUMO in eV: 10.99

No. 3
The following is a quantum chemistry calculation of C3H3N3O2 in the gas phase in a non-equilibrium geometry, from the Open Molecules 2025 dataset.

Last column: Löwdin charge in e.
Geometry (Å):
O  -0.57122  -1.03892  0.69502  -0.0171
O  1.68589  0.53929  0.00848  0.0185
N  -2.31105  -0.08032  -0.47039  0.1909
N  -0.51688  1.22960  0.15326  0.1606
N  0.57563  -1.48366  -0.01421  0.1004
C  1.48629  -0.73130  -0.47528  -0.1551
C  -1.21468  0.01461  0.07862  -0.5206
C  0.72031  1.45966  0.08632  -0.1778
H  -2.70704  0.80609  -0.85310  0.0942
H  2.43154  -1.31153  -0.88284  0.1807
H  1.17275  2.38538  0.28937  0.1253

## Properties
SMILES: [H]/N=C1\N=COC=NO1
Energy relative to the best compared isomer or geometry (same formula, charge and spin) in eV: 5.018
Largest force on an atom in eV/A: 2.96
E in eV: -11720.9391
Gap between HOMO and LUMO in eV: 10.32

In eV, the highest occupied orbital energy values for the records above are, in order, -10.288 -10.310 -10.056.